# 1
Formula: C6H14N2S
Source: the Open Molecules 2025 dataset
Level of theory: ωB97M-V/def2-TZVPD

Computed properties:
relative energy (zero: lowest compared OMol25 entry of this formula, charge and spin)	27.3	kcal per mole
SMILES	CC(C)=NCCCNS
HOMO level	-8.345	eV
Kohn-Sham gap	9.245	eV
max |F|	5.95	eV/A

CARTESIAN COORDINATES (ANGSTROEM)
C 2.54690 0.35615 -0.67761
C 1.33467 0.76720 0.09243
C 1.19689 2.26843 0.49777
N 0.54598 -0.08739 0.66032
C 0.44946 -1.51754 0.42908
C -0.78388 -1.74465 -0.42460
C -2.19621 -1.26630 0.05761
N -2.31731 0.12438 0.53043
S -2.54584 1.21099 -0.79486
H 2.10692 -0.20313 -1.41086
H 3.15101 1.23632 -1.09463
H 3.25571 -0.26544 -0.06141
H 1.91400 2.63651 1.12933
H 0.25078 2.37413 1.00723
H 1.36006 2.78001 -0.33258
H 0.23617 -2.11055 1.32169
H 1.43602 -1.83822 0.05464
H -0.73541 -1.14517 -1.44466
H -0.77995 -2.75870 -0.58719
H -2.85388 -1.26432 -0.69772
H -2.46088 -1.81500 0.96914
H -1.50873 0.50839 1.01377
H -3.60246 1.75389 -0.23733

Cartesian forces, eV/Å:
C 2.005 1.985 1.294
C -0.059 -0.481 3.391
C -2.080 -4.539 1.312
N -0.128 2.000 0.160
C 0.566 1.363 -0.172
C -0.560 3.693 -2.538
C 3.782 0.550 4.565
N 0.250 0.818 -0.720
S 0.405 -0.140 0.115
H -0.204 -1.744 -2.570
H -1.041 -1.285 0.465
H -0.820 0.527 -0.567
H 2.231 0.198 1.948
H -0.402 0.405 -0.371
H -0.171 2.724 -3.883
H 0.341 0.581 0.562
H -0.651 -0.739 -0.506
H 0.596 -1.446 1.615
H -0.527 -2.508 -0.934
H -2.520 -1.101 -2.656
H -0.401 -0.583 -0.504
H 0.146 -0.839 0.071
H -0.758 0.559 -0.076



# 2
Formula: C3H4N2O3
Source: the Open Molecules 2025 dataset
Level of theory: ωB97M-V/def2-TZVPD

Computed properties:
2S+1	3
relative energy (zero: lowest compared OMol25 entry of this formula, charge and spin)	31.6	kcal per mole
HOMO level (alpha / beta)	-8.083 / -10.595	eV
Kohn-Sham gap (alpha / beta)	8.580 / 6.428	eV
max |F|	8.16	eV/A

CARTESIAN COORDINATES (ANGSTROEM)
C 0.26933 1.42721 0.11651
C 0.39058 -0.31815 -1.50370
C -0.32507 0.39506 -0.62070
N 0.76612 2.38524 0.50660
N -1.60306 0.01494 -0.23685
O -2.20693 -0.79588 -0.89848
O -1.97037 0.44425 0.84536
O 0.92002 -0.81242 1.51173
H -0.06530 -1.09885 -2.04096
H 1.63980 -0.14479 1.79511
H 1.40889 -0.09253 -1.67077
H 0.77601 -1.40407 2.19616

Cartesian forces, eV/Å:
C 0.230 1.447 0.023
C -0.505 0.439 0.026
C 0.135 -1.222 -0.059
N 0.197 0.015 0.480
N 6.538 1.569 -4.630
O -3.440 -2.662 -0.700
O -3.589 1.130 5.228
O 2.137 3.288 -1.515
H -0.417 -0.907 -0.459
H -1.830 -1.828 -0.416
H 0.739 0.362 -0.232
H -0.195 -1.630 2.255



# 3
Formula: H5NP4
Source: the Open Molecules 2025 dataset
Level of theory: ωB97M-V/def2-TZVPD

Computed properties:
relative energy (zero: lowest compared OMol25 entry of this formula, charge and spin)	86.8	kcal per mole
HOMO level (alpha / beta)	-8.642 / -8.616	eV
Kohn-Sham gap (alpha / beta)	5.853 / 5.821	eV
max |F|	3.96	eV/A

CARTESIAN COORDINATES (ANGSTROEM)
N 1.11021 1.32596 -1.51701
P -1.16723 1.37517 0.46854
P -2.19908 -0.16170 -0.47364
P 1.45081 -1.15385 0.65082
P 0.92971 0.87774 -0.05415
H -1.29126 -1.26439 -0.16727
H -1.42422 0.08970 -1.65787
H 0.40257 -1.52915 -0.14901
H 0.67481 -1.22098 1.81554
H 1.51368 1.66151 1.08406

Cartesian forces, eV/Å:
N -1.106 0.262 -0.312
P 1.389 1.611 -0.437
P 0.071 -1.853 -1.148
P 1.178 0.100 -0.493
P 0.995 0.346 3.813
H -0.844 0.454 -0.009
H -0.672 -0.021 0.096
H -0.468 -0.872 -0.581
H -0.285 0.494 0.261
H -0.259 -0.522 -1.189